{"formula": "C58H135N9O10", "method": "ωB97M-V with the def2-TZVPD basis set", "homo_ev": -7.958, "smiles": "CC1(C)CCCC(C)(C)N1O.CC1(C)CCCC(C)(C)N1O.CC1(C)CCCC(C)(C)N1O.CC1(C)CCCC(C)(C)N1O.COC[C@H](C)N.COC[C@H](C)N.COC[C@H](C)N.COC[C@H](C)N.COCCNCCOC", "e_above_lowest_ev": 0.0000, "total_charge": 0, "homo_lumo_gap_ev": 8.4, "elements": ["C", "C", "C", "C", "C", "C", "N", "O", "C", "C", "C", "H", "H", "H", "H", "H", "H", "H", "H", "H", "H", "H", "H", "H", "H", "H", "H", "H", "H", "H", "C", "C", "C", "C", "C", "C", "N", "O", "C", "C", "C", "H", "H", "H", "H", "H", "H", "H", "H", "H", "H", "H", "H", "H", "H", "H", "H", "H", "H", "H", "C", "C", "C", "C", "C", "C", "N", "O", "C", "C", "C", "H", "H", "H", "H", "H", "H", "H", "H", "H", "H", "H", "H", "H", "H", "H", "H", "H", "H", "H", "C", "C", "C", "C", "C", "C", "N", "O", "C", "C", "C", "H", "H", "H", "H", "H", "H", "H", "H", "H", "H", "H", "H", "H", "H", "H", "H", "H", "H", "H", "C", "O", "C", "C", "N", "C", "C", "O", "C", "H", "H", "H", "H", "H", "H", "H", "H", "H", "H", "H", "H", "H", "H", "H", "C", "C", "C", "O", "C", "N", "H", "H", "H", "H", "H", "H", "H", "H", "H", "H", "H", "C", "C", "C", "O", "C", "N", "H", "H", "H", "H", "H", "H", "H", "H", "H", "H", "H", "C", "C", "C", "O", "C", "N", "H", "H", "H", "H", "H", "H", "H", "H", "H", "H", "H", "C", "C", "C", "O", "C", "N", "H", "H", "H", "H", "H", "H", "H", "H", "H", "H", "H"], "coordinates": [[-7.062, -6.091, -0.043], [-6.649, -4.710, -0.556], [-7.279, -3.634, 0.337], [-6.677, -3.602, 1.732], [-5.178, -3.397, 1.646], [-4.495, -4.349, 0.674], [-5.220, -4.415, -0.586], [-4.585, -5.281, -1.514], [-3.123, -3.702, 0.395], [-4.220, -5.733, 1.331], [-7.237, -4.526, -1.951], [-6.605, -6.384, 0.897], [-6.807, -6.843, -0.794], [-8.143, -6.135, 0.103], [-7.203, -2.636, -0.108], [-8.343, -3.880, 0.378], [-6.844, -4.599, 2.159], [-7.196, -2.884, 2.366], [-4.722, -3.508, 2.637], [-4.941, -2.344, 1.458], [-2.578, -3.521, 1.320], [-2.504, -4.377, -0.210], [-3.218, -2.808, -0.227], [-4.784, -5.883, 2.255], [-4.407, -6.546, 0.636], [-3.175, -5.781, 1.647], [-8.323, -4.417, -1.867], [-7.061, -5.394, -2.582], [-6.895, -3.577, -2.360], [-4.214, -4.672, -2.163], [-4.729, 4.748, 1.004], [-3.240, 5.080, 0.727], [-2.753, 3.920, -0.148], [-1.402, 4.193, -0.804], [-1.603, 5.441, -1.693], [-2.084, 6.662, -0.931], [-3.165, 6.309, -0.030], [-3.820, 7.416, 0.520], [-0.870, 7.300, -0.194], [-2.556, 7.679, -1.968], [-2.505, 5.076, 2.069], [-5.131, 5.349, 1.826], [-4.841, 3.726, 1.371], [-5.281, 4.911, 0.079], [-2.643, 3.057, 0.513], [-3.521, 3.586, -0.855], [-1.146, 3.364, -1.470], [-0.660, 4.304, -0.011], [-2.310, 5.137, -2.477], [-0.675, 5.558, -2.262], [-0.927, 8.390, -0.267], [-0.827, 7.094, 0.875], [0.096, 6.985, -0.592], [-2.999, 8.561, -1.514], [-1.699, 7.955, -2.588], [-3.258, 7.228, -2.676], [-3.031, 5.658, 2.830], [-1.516, 5.529, 1.971], [-2.333, 4.083, 2.487], [-4.713, 7.384, 0.157], [3.159, -2.042, 5.040], [3.676, -1.285, 6.261], [5.184, -1.077, 6.116], [5.734, -0.005, 7.026], [5.019, 1.316, 6.779], [3.512, 1.201, 6.967], [3.005, 0.000, 6.301], [1.598, -0.160, 6.441], [3.143, 1.186, 8.460], [2.822, 2.381, 6.331], [3.426, -2.172, 7.488], [2.077, -1.977, 4.989], [3.509, -3.072, 5.093], [3.609, -1.540, 4.184], [5.777, -1.985, 6.120], [5.237, -0.634, 5.106], [6.810, 0.123, 6.898], [5.581, -0.299, 8.073], [5.231, 1.660, 5.760], [5.352, 2.098, 7.464], [2.068, 1.297, 8.616], [3.371, 0.220, 8.906], [3.615, 2.007, 9.003], [1.735, 2.428, 6.467], [3.167, 3.338, 6.737], [2.946, 2.427, 5.242], [4.012, -3.103, 7.422], [2.406, -2.551, 7.580], [3.794, -1.750, 8.424], [1.253, 0.387, 5.723], [4.083, -3.676, -2.425], [2.935, -3.718, -3.437], [3.560, -4.345, -4.698], [2.509, -4.789, -5.722], [1.555, -5.758, -5.088], [0.901, -5.209, -3.810], [1.907, -4.611, -2.981], [1.352, -4.162, -1.753], [-0.183, -4.217, -4.303], [0.154, -6.321, -3.105], [2.543, -2.260, -3.704], [4.878, -3.046, -2.820], [4.436, -4.686, -2.215], [3.789, -3.167, -1.502], [4.342, -3.732, -5.132], [3.929, -5.306, -4.312], [3.064, -5.295, -6.520], [2.049, -3.913, -6.188], [2.089, -6.670, -4.777], [0.845, -6.136, -5.826], [-0.941, -4.745, -4.880], [-0.682, -3.762, -3.442], [0.269, -3.408, -4.867], [-0.630, -5.891, -2.480], [-0.360, -6.969, -3.812], [0.778, -6.906, -2.422], [3.386, -1.635, -3.994], [2.094, -1.808, -2.814], [1.773, -2.195, -4.474], [1.419, -4.919, -1.161], [2.939, 0.647, 2.559], [2.989, 1.147, 1.247], [2.766, 0.118, 0.302], [1.451, -0.614, 0.384], [0.305, 0.248, 0.143], [-0.932, -0.511, 0.165], [-2.049, 0.473, -0.152], [-3.297, -0.137, -0.398], [-4.247, 0.154, 0.608], [1.988, 0.301, 2.974], [3.240, 1.427, 3.273], [3.761, -0.073, 2.695], [3.595, -0.609, 0.316], [2.936, 0.591, -0.671], [1.314, -1.074, 1.366], [1.516, -1.431, -0.356], [0.388, 0.801, -0.701], [-1.091, -1.008, 1.124], [-0.922, -1.312, -0.598], [-1.780, 1.180, -0.946], [-2.072, 1.126, 0.732], [-3.978, -0.231, 1.597], [-5.185, -0.351, 0.354], [-4.464, 1.227, 0.607], [0.875, 4.291, 3.828], [0.784, 2.806, 3.502], [-0.319, 2.124, 4.257], [-0.134, 0.723, 4.093], [-0.971, -0.059, 4.919], [0.544, 2.648, 2.058], [1.061, 4.392, 4.906], [-0.107, 4.763, 3.717], [1.614, 4.807, 3.225], [1.728, 2.324, 3.791], [-1.266, 2.359, 3.753], [-0.280, 2.416, 5.314], [-2.003, 0.312, 4.910], [-0.608, -0.048, 5.953], [-0.933, -1.068, 4.515], [0.377, 1.680, 1.751], [1.481, 2.682, 1.637], [2.261, 1.571, -3.481], [2.743, 2.748, -4.329], [1.623, 3.581, -4.959], [0.964, 2.842, -5.947], [0.088, 3.598, -6.716], [3.514, 3.589, -3.420], [3.205, 1.130, -3.146], [1.643, 0.845, -4.001], [1.786, 1.895, -2.548], [3.377, 2.360, -5.127], [2.163, 4.414, -5.449], [0.979, 4.017, -4.184], [-0.795, 4.054, -6.250], [-0.400, 2.908, -7.419], [0.640, 4.286, -7.367], [3.761, 4.495, -3.804], [3.026, 3.803, -2.557], [6.657, 1.958, 0.135], [6.901, 1.643, -1.343], [5.705, 1.010, -1.983], [5.238, -0.266, -1.628], [6.255, -1.229, -1.357], [7.156, 2.870, -2.124], [6.032, 1.170, 0.586], [6.141, 2.896, 0.345], [7.575, 1.956, 0.730], [7.821, 1.060, -1.428], [5.671, 1.188, -3.066], [4.901, 1.702, -1.673], [6.525, -1.754, -2.283], [5.840, -1.964, -0.672], [7.149, -0.740, -0.982], [8.067, 3.266, -1.938], [6.465, 3.566, -1.865], [-4.434, -2.375, -4.737], [-4.058, -1.524, -3.562], [-3.818, -0.073, -3.944], [-2.915, 0.044, -5.007], [-2.670, 1.388, -5.326], [-5.134, -1.534, -2.541], [-3.693, -2.265, -5.530], [-5.328, -1.897, -5.150], [-4.584, -3.423, -4.487], [-3.122, -1.788, -3.045], [-3.428, 0.422, -3.038], [-4.790, 0.406, -4.159], [-1.669, 1.397, -5.769], [-2.640, 2.018, -4.432], [-3.350, 1.786, -6.087], [-5.183, -2.499, -2.224], [-4.717, -1.010, -1.776]]}

{"formula": "C58H154F6LiN15O18S2", "method": "ωB97M-V with the def2-TZVPD basis set", "homo_ev": [-10.495, -10.495], "s2": 0.755, "multiplicity": 2, "total_charge": 1, "homo_lumo_gap_ev": [8.8, 3.1], "elements": ["Li", "C", "F", "F", "F", "S", "O", "O", "N", "S", "O", "O", "C", "F", "F", "F", "C", "C", "C", "O", "C", "N", "H", "H", "H", "H", "H", "H", "H", "H", "H", "H", "H", "C", "C", "C", "O", "C", "N", "H", "H", "H", "H", "H", "H", "H", "H", "H", "H", "H", "C", "C", "C", "O", "C", "N", "H", "H", "H", "H", "H", "H", "H", "H", "H", "H", "H", "C", "C", "C", "O", "C", "N", "H", "H", "H", "H", "H", "H", "H", "H", "H", "H", "H", "C", "C", "C", "O", "C", "N", "H", "H", "H", "H", "H", "H", "H", "H", "H", "H", "H", "C", "C", "C", "O", "C", "N", "H", "H", "H", "H", "H", "H", "H", "H", "H", "H", "H", "C", "C", "C", "O", "C", "N", "H", "H", "H", "H", "H", "H", "H", "H", "H", "H", "H", "C", "C", "C", "O", "C", "N", "H", "H", "H", "H", "H", "H", "H", "H", "H", "H", "H", "C", "C", "C", "O", "C", "N", "H", "H", "H", "H", "H", "H", "H", "H", "H", "H", "H", "C", "C", "C", "O", "C", "N", "H", "H", "H", "H", "H", "H", "H", "H", "H", "H", "H", "C", "C", "C", "O", "C", "N", "H", "H", "H", "H", "H", "H", "H", "H", "H", "H", "H", "C", "C", "C", "O", "C", "N", "H", "H", "H", "H", "H", "H", "H", "H", "H", "H", "H", "C", "C", "C", "O", "C", "N", "H", "H", "H", "H", "H", "H", "H", "H", "H", "H", "H", "C", "C", "C", "O", "C", "N", "H", "H", "H", "H", "H", "H", "H", "H", "H", "H", "H"], "coordinates": [[-7.674, 21.268, 30.132], [-6.671, 17.698, 32.161], [-7.077, 17.828, 33.450], [-5.942, 16.557, 32.088], [-7.682, 17.633, 31.325], [-5.588, 19.218, 31.748], [-4.373, 19.123, 32.596], [-5.232, 19.089, 30.343], [-6.665, 20.643, 31.789], [-6.203, 21.195, 33.158], [-6.517, 20.339, 34.316], [-4.867, 21.786, 33.104], [-7.381, 22.687, 33.415], [-7.120, 23.572, 32.474], [-8.666, 22.238, 33.416], [-7.150, 23.199, 34.603], [-8.246, 26.909, 33.104], [-8.583, 28.326, 32.602], [-9.458, 29.188, 33.585], [-9.394, 30.545, 33.062], [-9.800, 31.557, 33.975], [-7.301, 28.937, 32.292], [-9.122, 26.261, 33.137], [-7.792, 26.976, 34.093], [-7.622, 26.381, 32.382], [-9.041, 28.305, 31.613], [-9.146, 29.194, 34.629], [-10.495, 28.900, 33.410], [-10.815, 31.472, 34.363], [-9.998, 32.494, 33.456], [-9.113, 31.720, 34.806], [-7.630, 29.876, 32.120], [-6.752, 28.968, 33.139], [-2.742, 24.006, 32.922], [-1.294, 24.345, 33.464], [-1.078, 25.866, 33.677], [-1.302, 26.634, 32.452], [-0.807, 27.953, 32.485], [-0.974, 23.645, 34.750], [-2.761, 22.918, 32.868], [-3.097, 24.461, 31.998], [-3.497, 24.255, 33.668], [-0.580, 24.097, 32.678], [-0.040, 26.079, 33.932], [-1.741, 26.176, 34.484], [0.242, 27.794, 32.733], [-1.190, 28.542, 33.319], [-0.871, 28.464, 31.525], [-1.129, 22.656, 34.617], [-1.649, 23.777, 35.490], [-11.646, 20.338, 40.240], [-10.897, 21.682, 40.362], [-10.738, 22.394, 38.982], [-10.040, 21.632, 38.061], [-9.972, 22.231, 36.739], [-11.731, 22.511, 41.228], [-11.600, 19.854, 41.216], [-11.072, 19.721, 39.548], [-12.625, 20.468, 39.781], [-9.981, 21.681, 40.954], [-10.230, 23.356, 39.041], [-11.760, 22.600, 38.662], [-9.475, 21.616, 35.988], [-9.613, 23.260, 36.739], [-10.968, 22.362, 36.317], [-12.674, 22.451, 40.872], [-11.434, 23.463, 41.072], [-6.321, 23.421, 27.261], [-5.592, 23.048, 28.573], [-5.743, 24.169, 29.694], [-5.143, 25.306, 29.144], [-5.216, 26.287, 30.149], [-6.052, 21.745, 28.996], [-5.931, 24.376, 26.910], [-7.383, 23.556, 27.469], [-6.213, 22.783, 26.383], [-4.527, 22.990, 28.350], [-5.231, 24.014, 30.644], [-6.820, 24.249, 29.837], [-4.687, 27.197, 29.868], [-4.882, 25.924, 31.121], [-6.253, 26.440, 30.449], [-5.867, 21.105, 28.237], [-5.409, 21.464, 29.722], [-5.310, 19.209, 25.287], [-6.005, 18.987, 26.642], [-6.394, 17.493, 26.987], [-7.263, 17.454, 28.128], [-7.664, 16.153, 28.407], [-5.037, 19.553, 27.558], [-5.095, 20.269, 25.157], [-5.991, 18.915, 24.488], [-4.400, 18.626, 25.148], [-6.925, 19.566, 26.714], [-5.546, 16.823, 27.130], [-6.904, 17.073, 26.120], [-6.872, 15.573, 28.882], [-8.003, 15.644, 27.505], [-8.506, 16.146, 29.099], [-5.390, 19.331, 28.478], [-4.199, 18.994, 27.489], [-4.443, 14.379, 39.846], [-3.965, 15.704, 39.293], [-4.938, 16.433, 38.420], [-4.332, 17.473, 37.643], [-5.191, 18.036, 36.691], [-3.682, 16.547, 40.491], [-5.530, 14.305, 39.814], [-4.106, 14.169, 40.860], [-4.065, 13.591, 39.194], [-3.014, 15.507, 38.797], [-5.605, 17.028, 39.044], [-5.453, 15.798, 37.700], [-5.565, 17.310, 35.970], [-4.690, 18.821, 36.125], [-6.058, 18.447, 37.207], [-3.551, 17.427, 40.013], [-4.586, 16.667, 40.924], [-2.358, 18.081, 29.751], [-0.973, 17.349, 29.510], [0.089, 18.096, 28.709], [-0.327, 18.362, 27.358], [0.535, 19.297, 26.742], [-0.429, 17.098, 30.842], [-3.014, 17.412, 30.307], [-2.886, 18.497, 28.892], [-2.279, 18.956, 30.397], [-1.234, 16.395, 29.053], [1.102, 17.705, 28.805], [0.163, 19.065, 29.202], [0.540, 20.252, 27.267], [0.184, 19.463, 25.723], [1.551, 18.901, 26.756], [-1.152, 16.652, 31.387], [0.322, 16.443, 30.675], [-5.277, 24.973, 36.375], [-4.322, 24.340, 37.451], [-4.725, 22.933, 37.830], [-5.886, 22.915, 38.619], [-6.484, 21.669, 38.744], [-2.954, 24.331, 37.003], [-5.156, 24.511, 35.396], [-5.143, 26.034, 36.161], [-6.325, 24.841, 36.644], [-4.339, 24.975, 38.337], [-3.918, 22.480, 38.404], [-4.697, 22.219, 37.007], [-7.367, 21.805, 39.368], [-5.720, 20.981, 39.105], [-6.894, 21.302, 37.803], [-2.415, 23.903, 37.742], [-2.603, 25.270, 37.124], [0.379, 20.611, 32.037], [0.662, 19.671, 33.174], [-0.582, 19.418, 34.030], [-0.880, 20.587, 34.812], [-2.210, 20.578, 35.276], [1.442, 18.549, 32.731], [-0.447, 21.283, 32.274], [0.027, 20.070, 31.158], [1.227, 21.255, 31.805], [1.228, 20.264, 33.892], [-0.365, 18.585, 34.699], [-1.405, 19.074, 33.403], [-2.318, 21.458, 35.911], [-2.401, 19.635, 35.788], [-2.877, 20.695, 34.423], [1.262, 17.887, 33.473], [0.928, 18.060, 32.012], [-10.447, 19.879, 32.740], [-11.587, 18.841, 32.572], [-11.551, 18.123, 31.206], [-11.658, 19.065, 30.107], [-13.026, 19.464, 29.762], [-11.530, 17.797, 33.627], [-9.448, 19.445, 32.795], [-10.586, 20.433, 33.669], [-10.421, 20.682, 32.003], [-12.536, 19.377, 32.568], [-12.308, 17.358, 31.031], [-10.615, 17.601, 31.009], [-13.062, 20.160, 28.924], [-13.558, 19.933, 30.589], [-13.664, 18.638, 29.446], [-10.580, 17.640, 33.933], [-12.026, 18.160, 34.429], [-11.484, 11.408, 33.628], [-9.936, 11.275, 33.819], [-9.082, 12.251, 33.018], [-9.454, 13.581, 33.314], [-8.542, 14.583, 32.873], [-9.627, 11.387, 35.288], [-11.900, 11.181, 32.646], [-11.803, 12.407, 33.925], [-12.057, 10.661, 34.177], [-9.607, 10.268, 33.561], [-9.221, 12.135, 31.943], [-8.042, 12.108, 33.313], [-8.370, 14.621, 31.797], [-7.546, 14.373, 33.263], [-8.747, 15.572, 33.282], [-8.623, 11.379, 35.400], [-9.868, 12.322, 35.585], [-10.061, 19.980, 27.226], [-9.127, 20.655, 28.188], [-9.924, 21.826, 28.940], [-9.322, 22.499, 29.988], [-10.087, 23.581, 30.490], [-8.739, 19.676, 29.202], [-10.346, 20.704, 26.463], [-10.999, 19.631, 27.658], [-9.638, 19.204, 26.587], [-8.260, 21.115, 27.714], [-10.850, 21.473, 29.395], [-10.049, 22.459, 28.062], [-10.350, 24.302, 29.716], [-9.456, 24.055, 31.242], [-10.984, 23.231, 31.002], [-9.610, 19.218, 29.427], [-8.144, 18.961, 28.808], [-0.617, 13.791, 37.096], [-1.645, 13.866, 35.892], [-1.875, 15.246, 35.231], [-2.849, 15.157, 34.123], [-2.906, 16.422, 33.466], [-1.235, 12.856, 34.911], [-0.450, 12.719, 37.204], [-0.982, 14.284, 37.997], [0.358, 14.211, 36.848], [-2.585, 13.445, 36.249], [-0.894, 15.611, 34.927], [-2.216, 15.980, 35.961], [-1.913, 16.838, 33.291], [-3.454, 17.123, 34.095], [-3.561, 16.481, 32.597], [-0.276, 13.086, 34.693], [-1.809, 12.948, 34.085], [-4.127, 13.803, 26.028], [-3.568, 13.201, 27.284], [-3.857, 13.983, 28.568], [-3.117, 13.465, 29.673], [-3.147, 14.252, 30.830], [-4.093, 11.876, 27.417], [-5.216, 13.755, 26.037], [-3.623, 13.420, 25.141], [-3.828, 14.850, 26.081], [-2.479, 13.182, 27.247], [-4.927, 14.059, 28.759], [-3.560, 15.027, 28.465], [-2.790, 13.642, 31.660], [-4.187, 14.513, 31.021], [-2.466, 15.103, 30.844], [-5.101, 11.871, 27.482], [-3.697, 11.553, 28.288]]}